159
Properties=species:S:1:pos:R:3 method="wB97M-V/def2-TZVPD" homo_energy_ha=-0.366 total_charge=0 smiles="COP(=O)(OC)OC.COP(=O)(OC)OC.COP(=O)(OC)OC.CCOC(C)=O.CCOC(C)=O.CCOC(C)=O.CCOC(C)=O.CCOC(C)=O.CCOC(C)=O.CCOC(C)=O.ClCCl.ClCCl" e_tot_ha=-6359.3775 gap_ev=10.2
C 18.0809 -32.7642 -14.7036
C -0.5258 -23.3138 -20.9033
H 7.4897 -28.5747 -19.7226
H 10.1571 -27.8272 -28.2254
C 10.8542 -28.3410 -28.8875
H 10.5867 -22.3985 -25.4324
H 12.9813 -23.6788 -35.6732
H 5.7506 -21.2665 -36.5094
H 5.2057 -22.7855 -35.9313
H 3.1922 -24.3082 -23.0154
H 13.2344 -21.9121 -36.2143
O 4.2129 -22.3297 -33.5329
H 8.9838 -15.6442 -21.1133
H 14.8246 -19.5981 -36.4594
H 6.0713 -21.8520 -33.0573
O 15.1323 -22.3082 -26.0641
H 15.2200 -30.0030 -14.6659
Cl 23.0155 -19.5482 -30.3806
O 13.5535 -22.7314 -24.0037
H 8.4885 -14.0049 -20.5216
H 12.5263 -24.4415 -24.5700
H 18.6298 -22.4022 -36.6165
C 11.2973 -21.5720 -25.4417
H 10.7107 -20.7794 -25.9063
P 2.9845 -21.9225 -34.5333
C 7.5812 -28.9351 -18.6980
H 22.5961 -21.4425 -31.8096
H 16.6018 -21.6982 -27.3795
H 7.9838 -28.1441 -18.0653
H 8.4554 -15.4040 -19.4880
C 13.2429 -22.6528 -35.4147
H 1.8886 -23.6780 -23.9186
H 17.8266 -23.8612 -36.9148
O 13.8384 -14.7730 -28.6963
C 11.6588 -15.0651 -27.9476
H 5.1488 -20.5793 -33.7352
C 16.8643 -19.0367 -16.4529
H -0.9572 -22.5207 -18.8813
O 6.5503 -16.5023 -21.4190
C 5.1073 -21.3514 -32.9670
H 18.8993 -23.8306 -35.6244
H 12.0851 -15.5358 -27.0617
O 17.0587 -22.9021 -35.1253
C 19.5146 -17.3351 -14.6567
O 12.1987 -28.4222 -30.9317
C 15.5280 -29.4060 -16.6472
H 2.5797 -15.0322 -21.2739
H 10.6873 -15.4956 -28.1906
H 15.6344 -18.5745 -35.2910
H 17.8294 -33.6500 -15.2869
H 14.2382 -19.4148 -34.8425
H 5.4214 -28.9348 -18.0731
H 18.9388 -16.5473 -14.1709
O 17.4922 -19.8823 -17.0585
O 12.5226 -21.7937 -26.0875
Cl 19.7684 -17.6484 -24.2487
H 1.9148 -25.4375 -23.5522
O 2.5492 -23.3632 -35.1212
H 14.8349 -30.0439 -30.7898
H 10.3082 -27.5450 -30.8018
H 12.5854 -22.2690 -34.6346
C 2.1212 -24.4371 -23.1718
H 4.4947 -22.0482 -37.3907
C -0.1365 -22.7140 -19.5721
H 1.0419 -24.4323 -36.0597
H 0.5194 -23.3876 -19.0206
H 11.6372 -14.0115 -27.6691
H 16.5225 -28.9806 -16.5131
C 5.7373 -31.3015 -16.7749
H 15.8128 -14.8985 -29.2864
O 5.8518 -14.6324 -20.2922
H 4.1934 -13.9661 -19.6649
C 16.7504 -32.1071 -14.6248
C 15.4457 -30.5491 -15.5818
O 1.7868 -21.1359 -33.9951
C 6.7818 -15.4847 -20.7867
C 18.6272 -18.5930 -14.8247
O 15.9393 -20.5996 -34.9505
C 23.3558 -21.2260 -31.0585
C 3.6385 -14.9184 -21.5067
C 14.3663 -29.2265 -31.3379
H 14.8706 -18.9783 -15.8865
H 14.8852 -12.4541 -29.2248
H 15.4955 -29.7323 -17.6867
H 4.2773 -15.6599 -19.4647
C 15.4492 -18.6877 -16.7634
H 14.0476 -12.7905 -30.6881
H 18.5126 -33.1184 -13.7675
H 5.4492 -32.8469 -15.3547
C 13.5495 -24.1395 -24.3468
C 6.2909 -29.5573 -18.2842
H 19.0990 -19.4793 -15.2489
H 7.1260 -32.2417 -15.2728
H -1.0632 -24.2595 -20.8333
H 13.8387 -29.5846 -32.2219
H 18.8987 -32.2028 -15.1553
H 14.6972 -28.7029 -16.5872
O 3.7882 -21.1723 -35.7206
H 0.8945 -22.7230 -35.9731
C 14.8551 -14.6009 -29.7134
H 3.9674 -15.7937 -22.0669
Cl 23.4948 -22.6369 -29.9324
O 4.7882 -31.7859 -17.4464
H 15.1754 -20.8362 -27.5853
C 12.6489 -15.3270 -29.0730
O 14.5868 -22.7164 -34.9818
H 5.9689 -30.2444 -19.0667
H 15.3514 -22.5025 -28.2144
O 15.7237 -21.9281 -37.2165
C 1.3870 -24.3906 -21.8096
P 15.8236 -21.9872 -35.7172
C 15.5219 -21.8452 -27.3618
C 1.6209 -23.5142 -36.1589
H -1.1556 -22.5704 -21.3920
C 8.2763 -15.0740 -20.5113
H 11.7154 -28.7939 -28.3964
O 12.3031 -15.8563 -30.1162
C 15.1528 -19.5436 -35.4214
H 20.2508 -19.1190 -22.3678
C 6.0821 -31.9614 -15.4132
H 1.9535 -23.4652 -37.1957
C 19.9610 -18.0768 -22.5024
H 14.5638 -31.1730 -15.7272
H 19.1372 -17.8244 -21.8348
O 16.6074 -31.2609 -15.5768
Cl 21.2618 -17.1265 -21.9698
C 11.2183 -27.6325 -30.2084
H 24.3392 -21.1663 -31.5247
O 14.2396 -20.2973 -24.5828
C 13.4273 -28.4291 -30.4398
H 13.8188 -24.7059 -23.4552
H 15.6954 -12.7868 -30.7388
H 10.2765 -29.2289 -29.1445
H 14.0553 -24.4153 -25.2721
H 11.6510 -26.6524 -30.0076
C 18.1296 -23.2155 -36.0906
O 1.4279 -25.2690 -21.0302
H 20.2967 -17.6030 -13.9464
H 5.0500 -21.0345 -31.9256
H 11.5019 -21.3109 -24.4034
O 0.5892 -23.3304 -21.7472
O 6.4629 -30.2887 -17.0774
C 14.8916 -13.1242 -30.0845
O 16.0097 -32.4848 -13.7412
H 0.3198 -21.7278 -19.6583
O 17.3877 -18.3192 -15.5126
H 15.5360 -17.6120 -16.9160
H 15.1414 -28.5712 -31.7354
H 14.7509 -15.2721 -30.5659
P 13.9109 -21.6081 -25.2004
C 4.8449 -21.8582 -36.3762
H 19.8760 -17.0330 -15.6397
H 15.0469 -19.2603 -17.5991
C 4.4580 -14.8772 -20.2014
H 8.2901 -29.7315 -18.4716
H 3.8352 -14.0290 -22.1053
H 5.7809 -31.2169 -14.6763
H 18.5603 -18.9900 -13.8118
O 13.8183 -27.7389 -29.5260

11
Properties=species:S:1:pos:R:3 method="wB97M-V/def2-TZVPD" homo_energy_ha=-0.334 total_charge=0 smiles="CC(=O)NN" e_tot_ha=-264.4654 gap_ev=10.0
H 1.9781 1.4021 0.4174
N -1.8388 0.2223 0.2041
N -0.7061 -0.5065 -0.3682
C 0.9426 1.3290 -0.0221
O 1.3190 -1.1380 0.1648
H 0.6845 2.0118 -0.9941
C 0.6647 -0.0854 -0.1215
H -2.4914 0.5079 -0.5882
H -0.6904 -1.6422 -0.2329
H 0.4829 1.5357 0.9924
H -2.3450 -0.1835 1.0971

79
Properties=species:S:1:pos:R:3 method="wB97M-V/def2-TZVPD" homo_energy_ha=-0.347 total_charge=0 e_tot_ha=-78298.8769 gap_ev=9.1
H -5.0725 -0.8468 5.5222
C 5.5295 3.6360 -2.1226
Br 5.3120 0.2493 4.2213
Br 2.0762 -4.9247 -0.6751
Br -5.0490 -6.4770 2.1038
H -3.6258 -0.5079 -2.4737
H 1.0020 3.3079 6.9202
N -0.8986 0.2166 0.5899
Br -3.5994 1.9811 0.5590
Br 0.3626 2.2220 -4.7929
H 0.4541 1.1661 -2.0064
F 2.7811 -0.0602 -2.2320
C 1.8938 -2.3211 0.1957
Br 5.5955 5.2005 -3.2448
H 4.7169 3.7805 -1.4250
H -0.5136 4.0689 -3.3964
C 2.0989 -1.3654 -0.4470
Br 10.2201 2.5540 1.0821
Br -0.7496 1.8787 5.9253
Br -2.7671 -1.1123 4.6681
C 0.4853 0.1572 -1.6175
Br 11.2560 3.1756 -1.8655
Br 2.1670 0.1366 4.8166
Br -6.3236 0.4565 -6.7235
Br 1.1484 5.3150 -4.7301
Br -2.9965 -5.1487 4.1516
C -1.9377 -2.4315 -2.4619
Br 5.1270 2.0496 -3.1365
C -3.5265 -0.7154 -1.4071
N -4.8683 -0.8454 -0.8030
Br -3.4337 0.5598 -5.3880
C -0.3159 0.1594 -0.4077
C 1.1152 -6.5848 -0.9462
Br 0.0316 -7.0169 0.5836
H -0.8307 -0.3107 -3.2865
C 2.2565 1.0721 -0.2899
Br 0.2226 4.7976 5.1099
Br -5.4902 -1.7413 -4.5721
C 11.3336 3.6843 -0.0103
H 1.8450 -7.3731 -1.0573
H -5.4341 -4.8306 3.9052
Br -3.8207 -0.7005 7.6483
H -2.0581 -3.5058 -2.5424
C -0.0050 -0.7586 -2.7477
C 3.6380 -0.6450 3.8494
H 12.3518 3.5413 0.3178
H 0.8351 -0.8326 -3.4267
H 0.0195 -2.8559 -3.1213
H -5.6736 0.7147 -4.3558
H -0.0851 -2.5222 -1.3995
C -5.2869 0.0876 -5.1453
Br -2.2989 4.8273 -0.0516
Br -4.6366 -3.3152 2.1220
H -5.4299 -0.0751 -1.1432
H -1.8592 3.2288 1.7846
C -4.1456 -0.3567 5.7794
Br 3.2521 -0.7099 1.9553
C 1.9401 -0.0752 -1.1900
H 1.4706 -3.1474 0.6496
H -2.3532 -1.9174 -3.3214
Br -4.3671 1.5218 5.4322
C -0.4154 -2.1999 -2.3769
C -4.6441 -4.9269 3.1759
Br 1.5250 3.5021 -2.1266
Br -3.8666 4.3550 2.6830
C -2.7404 -2.0113 -1.2090
C -2.7782 3.5491 1.3139
Br 7.1368 3.4286 -1.0848
Br 0.0778 -6.5337 -2.5666
H -2.0852 -2.0007 -0.3478
C 0.4877 3.8191 -3.7167
H -5.2829 -1.7016 -1.1430
Br -0.9932 4.2716 8.0131
Br 10.9112 5.5465 0.2369
C 0.0138 3.5318 6.5470
H -3.4656 -2.7974 -1.0238
H 3.7412 -1.6620 4.1960
N 2.3500 1.9641 0.4498
H -3.0576 0.1504 -0.9496

19
Properties=species:S:1:pos:R:3 method="wB97M-V/def2-TZVPD" homo_energy_ha=-0.371 total_charge=0 smiles="C=CCO.O.O.O" e_tot_ha=-422.3865 gap_ev=10.5
H -3.5563 0.8877 0.3047
H -2.4297 -0.0757 1.3176
H 3.1970 -1.8723 -1.8747
C -2.1275 0.4888 -2.0683
H -2.8733 1.2916 -2.1558
H 0.8170 0.5179 0.6545
O 1.0452 1.1783 0.0049
O 3.2195 -1.7983 2.1381
O -1.8272 1.8242 0.9062
H -1.2106 -0.6880 -0.6031
C -1.9386 0.0837 -0.8186
O 3.1737 -1.6962 -0.9286
H 0.2943 1.7929 -0.0727
H 2.3318 -1.9990 -0.5781
C -2.4973 0.6201 0.4748
H -1.4820 1.5843 1.7472
H -1.2673 0.4684 -2.7338
H 4.0428 -1.6444 2.5889
H 3.0887 -0.9641 1.6968

45
Properties=species:S:1:pos:R:3 method="wB97M-V/def2-TZVPD" homo_energy_ha=-0.283 total_charge=0 e_tot_ha=-29295.4412 gap_ev=7.7
Br 0.5992 2.3140 -3.9613
C -4.0176 2.9520 1.6246
Br 6.6578 -3.3217 7.6472
H -6.5040 -0.8651 -3.7366
H -3.5355 4.8292 0.6204
H 0.8998 0.2348 -5.3331
Br 5.0199 -0.4974 5.9246
H 2.4140 0.7286 -4.5410
Br -2.0432 3.1382 -0.4687
H 6.1981 -4.1023 5.3512
H 7.1214 -1.6617 5.2555
H -2.2925 4.2316 1.7422
Br -4.5127 0.0379 -2.5374
H 4.0838 -4.0114 2.3198
H -8.3127 -0.0585 -2.0347
H 2.4817 2.7430 -6.2031
Br -7.1980 -2.0701 -1.1378
H -6.9743 0.4078 -0.9626
C -3.0494 3.9371 1.0139
Br -0.0123 3.4454 -1.8551
H 4.7235 -3.4261 6.0770
Br 4.1701 -1.2053 1.4238
H 3.1981 -1.9037 3.5833
H -4.3992 3.3236 2.5772
Si -0.6913 1.2214 -1.7690
C 1.5667 1.0752 -5.1347
C 2.9253 -2.1799 2.5633
H 2.5275 -4.2072 3.1555
C 5.7860 -3.2586 5.9059
H -6.6173 0.8925 -3.5031
C 6.0769 -1.9620 5.1929
C 3.0508 -3.6692 2.3642
C -6.3995 -0.0575 -3.0139
H 1.9290 -1.7987 2.3434
H 5.7843 -2.0267 4.1434
C -7.2644 -0.2357 -1.7917
Br 2.1922 -4.2367 0.7100
H -3.5879 1.9626 1.7732
H -0.8647 0.7652 -3.1463
Br -5.5918 2.7247 0.5001
C 2.0442 1.7631 -6.3901
H -1.9503 1.0379 -1.0501
I 1.0174 -0.1781 -0.6697
H 2.7682 1.1424 -6.9194
Br 0.5827 2.0254 -7.6529

30
Properties=species:S:1:pos:R:3 method="wB97M-V/def2-TZVPD" s2=0.756 homo_energy_ha="-0.437 / -0.436" total_charge=+1 e_tot_ha=-828.3581 multiplicity=2 gap_ev="8.8 / 2.9"
N 0.6793 1.8312 -1.9722
H 0.4416 -0.6986 2.1181
O -2.8967 1.5663 0.2892
H 0.0854 1.0335 -1.7965
C 2.3078 -0.2664 1.5640
O -0.4739 -0.7393 -0.6698
O 0.8865 4.0440 -2.4168
H -3.0869 1.3572 1.2037
N 1.7749 0.4768 0.6361
H 1.8278 -1.5784 2.8354
H 2.5507 -3.5574 0.0976
H 1.6545 1.7459 -2.2207
H -1.0459 4.1865 -0.9330
H -3.0375 -1.8594 0.3346
H 1.7270 -3.8267 -1.1438
C -1.2319 -1.4617 -0.0727
H 2.2284 1.2853 0.2351
N -2.3924 -1.0824 0.3234
O 1.7298 -3.9533 -0.1950
N -0.8788 -2.6064 0.1950
H -1.2884 -3.0659 0.9958
O 3.4887 -0.3451 1.8244
N -0.6092 3.2846 -1.0593
H 0.0861 -2.7619 -0.0597
H -3.4535 2.3203 0.0947
H -2.7105 -0.1798 0.0006
H -1.1345 2.4801 -0.7477
N 1.4295 -0.8394 2.2739
C 0.3581 3.0907 -1.8541
H 0.9839 0.1193 0.1198

18
Properties=species:S:1:pos:R:3 method="wB97M-V/def2-TZVPD" homo_energy_ha=-0.505 total_charge=+1 smiles="[H]/N=C1/CN(C)[NH2+]N1N" e_tot_ha=-393.6840 gap_ev=10.3
N 0.6193 -1.0453 2.0936
C 0.0147 -0.5925 1.1160
H -1.6775 -1.5249 0.0998
H 1.4265 -0.3326 -1.1283
C 0.5937 -0.4396 -1.9173
H 1.0501 -0.3957 2.7499
H -0.0890 -2.2904 -0.3274
N -0.9613 0.7497 -0.5695
N 0.5123 1.6733 1.3546
H -1.9713 0.8195 -0.4635
H 0.4763 0.3768 -2.5229
C -0.6784 -1.4139 0.0043
N -0.3307 0.7758 0.8944
N -0.6834 -0.5017 -1.1676
H -0.6260 1.7575 -0.9461
H 0.6628 -1.3508 -2.5673
H 0.1669 2.3046 2.0558
H 1.4948 1.4303 1.2414

51
Properties=species:S:1:pos:R:3 method="wB97M-V/def2-TZVPD" homo_energy_ha=-0.286 total_charge=0 smiles="O=C(c1cccc(COCC(F)(F)C(F)F)c1)N1CCN(c2ccccc2)CC1" e_tot_ha=-1472.8941 gap_ev=8.4
H -0.6769 2.8515 1.7820
H 3.1443 2.0336 -0.8173
C 1.5780 1.6107 1.0389
H 0.1325 -1.8385 -2.8138
C -0.0285 -0.3218 3.8622
H -2.5920 3.3775 3.1558
C -3.8572 1.5955 1.7065
H 0.0003 -0.3870 0.3828
F -3.6359 -1.1034 3.1032
C -0.5122 1.9523 2.3600
C -1.1486 0.4481 4.1159
F -2.3891 -0.8959 1.3433
C 0.6024 1.1697 2.0893
H -2.8632 2.4757 4.6731
F -4.5252 0.1796 -0.0559
H 2.1322 -1.6612 0.2124
C -4.4610 0.2480 1.3054
F -5.7372 0.1212 1.7302
H -4.1083 -1.9120 1.3466
C 0.7125 -2.0993 -4.8346
H -4.4962 2.3828 1.2782
C -3.6690 -0.9952 1.7702
C 0.9575 -1.7956 -3.5079
C 2.5283 1.1989 -1.1554
N 1.5485 0.9255 -0.1255
H 2.0121 1.4746 -2.0827
H -1.8444 0.1619 4.8896
H 1.7228 -0.5663 2.6533
C 1.7258 -2.0455 -5.7736
H 0.1191 0.0454 -1.3386
C 1.5747 -1.4289 -0.7027
O 2.3392 2.5411 1.2335
C 3.2562 -1.4010 -4.0382
H 3.9332 -0.2987 -0.4835
C 3.3833 -0.0542 -1.3988
C 0.8461 0.0334 2.8500
H 3.8102 -1.6621 -6.0765
H 0.9649 -2.2956 -0.9537
H 4.2669 -1.1645 -3.7422
C -1.3965 1.5932 3.3680
C 3.0012 -1.6959 -5.3612
H 0.1622 -1.2054 4.4525
H 1.5281 -2.2769 -6.8089
C 2.2372 -1.4332 -3.0788
O -3.8056 1.6942 3.1004
C -2.6608 2.3781 3.6049
H -0.2890 -2.3721 -5.1351
H 4.0996 0.1496 -2.1913
N 2.5449 -1.1838 -1.7443
C 0.6936 -0.1960 -0.4358
H -2.8611 1.6482 1.2480

38
Properties=species:S:1:pos:R:3 method="wB97M-V/def2-TZVPD" s2=3.756 homo_energy_ha="-0.028 / -0.026" total_charge=-3 e_tot_ha=-7087.8693 multiplicity=4 gap_ev="7.0 / 7.0"
O 0.4191 -8.2949 -12.7806
O 4.7440 -13.4760 -9.5312
O 4.2031 -10.0813 -6.6706
F 1.4534 -13.7596 -7.3313
F -0.8084 -7.3841 -10.9571
O 0.8298 -15.1126 -9.2090
F 3.6703 -7.6697 -9.5937
O 2.4461 -11.2407 -5.3834
F 0.4193 -8.5695 -8.1822
S 0.4343 -8.2868 -11.3534
N 1.5790 -7.4357 -10.6624
O -0.1166 -14.2555 -12.5882
O 0.1426 -9.5318 -10.7169
O -2.0238 -13.4999 -15.1290
Co 1.0018 -11.3915 -9.4110
N 1.8188 -10.4839 -7.7232
O 2.2493 -8.0962 -6.9291
O 0.3653 -12.1340 -11.4669
S -1.9126 -12.5926 -14.0251
F 1.7115 -12.8664 -13.2217
N 2.2471 -13.0500 -9.5081
S 2.9126 -8.3675 -10.8013
O 3.3603 -14.5182 -11.2816
F 3.4545 -12.2262 -7.2108
F -2.5987 -11.2463 -14.5618
S 1.2855 -9.1502 -6.9868
S 0.2115 -12.8788 -12.6854
O 3.7773 -8.1034 -11.9041
S 3.5455 -13.4886 -10.3112
S 3.0100 -10.8391 -6.6209
N -0.4160 -12.0365 -13.8603
O -2.6970 -12.8261 -12.8606
F 3.7566 -12.1930 -11.1960
O 3.0486 -15.2309 -8.1933
S 1.9461 -14.4564 -8.6526
O 0.3758 -9.3071 -5.9128
O 2.8191 -9.7173 -10.3581
I -1.5999 -12.0004 -8.7192